[1]
# C28H42HgN6O10P2S

A structure of composition C28H42HgN6O10P2S in a non-equilibrium geometry (the ωB97M-V functional and the def2-TZVPD basis, the Open Molecules 2025 dataset).

CARTESIAN COORDINATES (ANGSTROEM)
Hg1 -1.603 0.738 -0.733
O1 -4.367 2.454 2.183
C1 -3.951 2.195 0.944
O2 -2.958 2.694 0.474
C2 -4.861 1.228 0.212
O3 -4.434 0.930 -1.087
C3 -4.575 1.983 -2.033
C4 -3.256 2.690 -2.483
O4 -3.401 3.698 -3.161
O5 -2.147 2.160 -2.185
H1 -3.602 2.776 2.691
H2 -5.896 1.605 0.225
H3 -4.826 0.287 0.771
H4 -5.260 2.760 -1.677
H5 -5.012 1.537 -2.934
C5 2.789 -2.560 4.963
C6 1.543 -1.973 4.362
C7 1.140 -0.672 4.657
C8 0.006 -0.140 4.081
C9 -0.751 -0.893 3.194
C10 -0.362 -2.190 2.889
C11 0.771 -2.720 3.471
S1 -2.108 -0.049 2.372
O6 -3.336 -0.338 3.093
O7 -1.736 1.352 2.406
N1 -2.124 -0.533 0.851
C12 -2.661 -1.736 0.413
C13 -3.243 -2.691 1.254
C14 -3.742 -3.874 0.732
C15 -3.681 -4.144 -0.624
C16 -3.116 -3.208 -1.505
C17 -3.048 -3.410 -2.901
C18 -2.471 -2.423 -3.699
C19 -1.982 -1.276 -3.126
N2 -2.020 -1.051 -1.792
C20 -2.593 -1.996 -0.981
H6 3.174 -1.922 5.758
H7 3.568 -2.671 4.205
H8 2.581 -3.547 5.379
H9 1.723 -0.073 5.346
H10 -0.315 0.868 4.283
H11 -0.944 -2.774 2.193
H12 1.077 -3.730 3.225
H13 -3.326 -2.482 2.309
H14 -4.196 -4.595 1.400
H15 -4.080 -5.070 -1.020
H16 -3.464 -4.308 -3.334
H17 -2.416 -2.550 -4.770
H18 -1.548 -0.480 -3.715
C21 3.195 -1.798 -0.951
N3 2.135 -1.358 -0.074
C22 0.921 -2.141 -0.197
P1 1.990 0.225 0.393
O8 0.648 0.723 0.654
O9 2.765 1.069 -0.806
P2 1.845 1.570 -2.076
O10 0.703 0.692 -2.315
N4 2.916 1.553 -3.355
C23 2.915 0.441 -4.274
C24 4.155 2.281 -3.265
N5 1.625 3.197 -1.760
C25 1.979 3.767 -0.474
C26 0.349 3.706 -2.242
N6 3.004 0.441 1.702
C27 2.687 1.552 2.575
C28 4.414 0.140 1.635
H19 2.817 -1.982 -1.962
H20 3.626 -2.727 -0.566
H21 3.971 -1.039 -1.014
H22 0.570 -2.191 -1.232
H23 0.143 -1.674 0.398
H24 1.109 -3.150 0.176
H25 1.966 -0.081 -4.175
H26 3.735 -0.261 -4.075
H27 3.015 0.807 -5.300
H28 4.021 3.093 -2.556
H29 4.411 2.696 -4.244
H30 4.985 1.644 -2.930
H31 2.962 3.412 -0.167
H32 1.249 3.522 0.307
H33 2.018 4.854 -0.590
H34 0.034 3.133 -3.111
H35 0.463 4.756 -2.518
H36 -0.441 3.616 -1.489
H37 1.612 1.707 2.542
H38 3.205 2.473 2.278
H39 2.981 1.295 3.595
H40 4.566 -0.763 1.053
H41 4.785 -0.036 2.648
H42 4.996 0.959 1.190

Values from the calculation:
- highest occupied orbital energy (alpha / beta) (hartree) = -0.0565 / -0.1503
- maximum force (eV Å⁻¹) = 2.2
- gap between HOMO and LUMO (alpha / beta) (eV) = 3.691 / 6.243
- E_LUMO (alpha / beta) (eV) = 2.2 / 2.2
- net charge = -1
- relative energy (zero: lowest compared OMol25 entry of this formula, charge and spin) (eV) = 0.422
- multiplicity = 2

These are the Mulliken partial charges, in e, on atoms 1 to 5:
1 Hg 3.40
2 O -0.54
3 C 0.55
4 O -0.43
5 C -0.77

***

[2]
# C16H25N2O4

A cluster of 2 separate species, C16H25N2O4 in total in a non-equilibrium geometry (the ωB97M-V functional and the def2-TZVPD basis, the Open Molecules 2025 dataset).

CARTESIAN COORDINATES (ANGSTROEM)
C1 -1.764 3.020 2.129
C2 -2.101 4.136 0.932
O1 -1.362 5.250 0.913
O2 -3.161 3.821 -0.073
C3 -2.579 3.768 -1.437
C4 -2.668 2.211 -2.042
C5 -2.104 1.238 -0.849
C6 -1.600 -0.245 -1.342
C7 -0.630 -0.826 -0.117
C8 0.076 -2.264 -0.464
C9 1.069 -2.229 -1.793
C10 2.617 -1.811 -1.456
C11 2.887 -0.207 -1.270
C12 1.866 0.776 -2.094
N1 0.985 1.549 -2.694
C13 2.996 0.249 0.328
C14 2.592 1.846 0.540
N2 2.097 2.987 0.894
H1 -1.391 3.563 3.111
H2 -2.695 2.372 2.422
H3 -0.896 2.284 1.795
H4 -1.411 4.001 -1.391
H5 -3.069 4.552 -2.184
H6 -3.804 1.977 -2.314
H7 -2.077 2.152 -3.052
H8 -2.880 1.209 0.040
H9 -1.141 1.784 -0.403
H10 -1.074 -0.248 -2.390
H11 -2.561 -0.945 -1.354
H12 -1.379 -1.004 0.796
H13 0.101 0.018 0.231
H14 -0.782 -3.068 -0.544
H15 0.771 -2.543 0.460
H16 0.589 -1.626 -2.702
H17 1.107 -3.359 -2.175
H18 3.013 -2.333 -0.458
H19 3.270 -2.169 -2.384
H20 3.975 0.000 -1.716
H21 4.140 0.122 0.609
H22 2.293 -0.473 0.922
C15 1.071 -4.192 3.855
C16 0.790 -4.257 2.364
O3 -0.426 -4.150 2.039
O4 1.812 -4.411 1.638
H23 0.149 -4.058 4.429
H24 1.551 -5.118 4.183
H25 1.737 -3.351 4.070

Values from the calculation:
- highest occupied orbital energy (hartree) = -0.1706
- maximum force (eV Å⁻¹) = 12.6
- gap between HOMO and LUMO (eV) = 7.154
- E_LUMO (eV) = 2.5
- net charge = -1
- relative energy (zero: lowest compared OMol25 entry of this formula, charge and spin) (eV) = 8.563

These are the Mulliken partial charges, in e, on atoms 1 to 5:
1 C -0.61
2 C 0.70
3 O -0.55
4 O -0.36
5 C -0.48

***

[3]
# C7H22O5

A cluster of 5 separate species, C7H22O5 in total in a non-equilibrium geometry (the ωB97M-V functional and the def2-TZVPD basis, the Open Molecules 2025 dataset).

CARTESIAN COORDINATES (ANGSTROEM)
C1 1.796 1.419 1.533
O1 0.661 2.244 1.702
C2 1.470 0.194 0.696
C3 1.221 0.594 -0.787
C4 -0.106 0.096 -1.322
C5 -0.143 -0.919 -2.192
C6 -1.409 -1.488 -2.761
C7 -1.317 0.808 -0.834
H1 2.086 1.116 2.551
H2 2.617 1.994 1.098
H3 0.304 2.492 0.846
H4 0.612 -0.318 1.107
H5 2.299 -0.520 0.767
H6 1.230 1.692 -0.911
H7 2.067 0.278 -1.397
H8 0.764 -1.416 -2.541
H9 -1.222 -2.377 -3.375
H10 -2.110 -1.762 -1.956
H11 -1.901 -0.779 -3.425
H12 -1.592 0.465 0.176
H13 -1.187 1.876 -0.748
H14 -2.195 0.631 -1.456
H15 1.074 3.167 -3.687
H16 0.569 1.770 -3.358
O2 1.162 2.460 -3.039
H17 -0.672 -3.932 1.315
H18 0.665 -3.271 1.352
O3 -0.006 -3.632 1.937
H19 -1.445 0.128 2.987
H20 -0.801 1.522 2.478
O4 -1.616 1.078 2.803
H21 -0.730 -2.317 2.860
H22 -1.003 -1.739 4.257
O5 -1.141 -1.553 3.325

Values from the calculation:
- highest occupied orbital energy (hartree) = -0.3321
- maximum force (eV Å⁻¹) = 1.3
- gap between HOMO and LUMO (eV) = 9.291
- E_LUMO (eV) = 0.3
- SMILES string = C/C=C(\C)CCCO.O.O.O.O
- net charge = 0
- relative energy (zero: lowest compared OMol25 entry of this formula, charge and spin) (eV) = 0.226

These are the Mulliken partial charges, in e, on atoms 1 to 5:
1 C -0.82
2 O -0.65
3 C -0.09
4 C -1.23
5 C 0.62

***

[4]
# C4H9N3O

The molecule C4H9N3O in a non-equilibrium geometry (the ωB97M-V functional and the def2-TZVPD basis, the Open Molecules 2025 dataset).

CARTESIAN COORDINATES (ANGSTROEM)
C1 -1.252 1.063 0.390
C2 -1.414 -1.215 -0.366
C3 1.593 -1.297 -0.141
C4 -0.366 0.083 -0.300
N1 -1.977 1.839 -0.280
N2 1.675 0.914 0.583
N3 0.831 -0.218 0.453
O1 -1.540 -2.015 0.501
H1 -1.228 0.984 1.483
H2 -2.005 -1.194 -1.291
H3 2.499 -1.421 0.444
H4 1.008 -2.212 -0.097
H5 1.869 -1.093 -1.187
H6 -0.185 0.381 -1.347
H7 -2.593 2.445 0.255
H8 1.837 1.375 -0.318
H9 1.246 1.580 1.217

Values from the calculation:
- highest occupied orbital energy (hartree) = -0.3394
- maximum force (eV Å⁻¹) = 2.5
- gap between HOMO and LUMO (eV) = 9.952
- E_LUMO (eV) = 0.7
- SMILES string = [H]/N=C/[C@H](C=O)N(C)N
- net charge = 0
- relative energy (zero: lowest compared OMol25 entry of this formula, charge and spin) (eV) = 3.073

These are the Mulliken partial charges, in e, on atoms 1 to 5:
1 C -0.15
2 C -0.12
3 C -0.87
4 C 0.09
5 N -0.62

***

Please write out number 2 again, unchanged.
# C16H25N2O4

A cluster of 2 separate species, C16H25N2O4 in total in a non-equilibrium geometry (the ωB97M-V functional and the def2-TZVPD basis, the Open Molecules 2025 dataset).

CARTESIAN COORDINATES (ANGSTROEM)
C1 -1.764 3.020 2.129
C2 -2.101 4.136 0.932
O1 -1.362 5.250 0.913
O2 -3.161 3.821 -0.073
C3 -2.579 3.768 -1.437
C4 -2.668 2.211 -2.042
C5 -2.104 1.238 -0.849
C6 -1.600 -0.245 -1.342
C7 -0.630 -0.826 -0.117
C8 0.076 -2.264 -0.464
C9 1.069 -2.229 -1.793
C10 2.617 -1.811 -1.456
C11 2.887 -0.207 -1.270
C12 1.866 0.776 -2.094
N1 0.985 1.549 -2.694
C13 2.996 0.249 0.328
C14 2.592 1.846 0.540
N2 2.097 2.987 0.894
H1 -1.391 3.563 3.111
H2 -2.695 2.372 2.422
H3 -0.896 2.284 1.795
H4 -1.411 4.001 -1.391
H5 -3.069 4.552 -2.184
H6 -3.804 1.977 -2.314
H7 -2.077 2.152 -3.052
H8 -2.880 1.209 0.040
H9 -1.141 1.784 -0.403
H10 -1.074 -0.248 -2.390
H11 -2.561 -0.945 -1.354
H12 -1.379 -1.004 0.796
H13 0.101 0.018 0.231
H14 -0.782 -3.068 -0.544
H15 0.771 -2.543 0.460
H16 0.589 -1.626 -2.702
H17 1.107 -3.359 -2.175
H18 3.013 -2.333 -0.458
H19 3.270 -2.169 -2.384
H20 3.975 0.000 -1.716
H21 4.140 0.122 0.609
H22 2.293 -0.473 0.922
C15 1.071 -4.192 3.855
C16 0.790 -4.257 2.364
O3 -0.426 -4.150 2.039
O4 1.812 -4.411 1.638
H23 0.149 -4.058 4.429
H24 1.551 -5.118 4.183
H25 1.737 -3.351 4.070

Values from the calculation:
- highest occupied orbital energy (hartree) = -0.1706
- maximum force (eV Å⁻¹) = 12.6
- gap between HOMO and LUMO (eV) = 7.154
- E_LUMO (eV) = 2.5
- net charge = -1
- relative energy (zero: lowest compared OMol25 entry of this formula, charge and spin) (eV) = 8.563

These are the Mulliken partial charges, in e, on atoms 1 to 5:
1 C -0.61
2 C 0.70
3 O -0.55
4 O -0.36
5 C -0.48